Arrangement w

DFT (ωB97M-V/def2-TZVPD) results for a molecular structure, C3H10N2S.

The value obtained for the LUMO energy is 0.7 eV. As for the HOMO energy: -7.356 eV.

Atoms and positions in Å:
C  -0.56  -1.01  1.88
C  -0.73  -1.08  0.57
N  0.37  -1.34  -0.32
N  -1.58  -0.65  2.76
H  0.45  -1.22  2.32
H  -1.62  -0.74  0.00
H  0.43  -0.26  -1.14
H  1.28  -1.40  0.16
H  0.17  -2.16  -0.94
H  -2.33  -0.02  2.39
H  -1.22  -0.24  3.63
C  1.15  2.16  -2.24
S  0.12  0.67  -2.42
H  1.70  2.13  -1.32
H  1.85  2.12  -3.09
H  0.51  3.03  -2.26

Arrangement x

DFT (ωB97M-V/def2-TZVPD) results for 2 unconnected molecules or ions with the total composition C3H10N2S.

The value obtained for the LUMO energy is -1.1 eV. As for the HOMO energy: -6.399 eV.

Atoms and positions in Å:
C  -0.96  0.63  0.39
C  -1.09  0.03  1.75
S  0.03  0.38  2.98
N  0.25  0.36  -0.48
C  0.82  -0.91  -0.10
N  1.93  -1.32  -0.94
H  -1.81  0.28  -0.20
H  -0.94  1.72  0.41
H  -1.13  1.28  -2.61
H  -1.85  -0.67  2.05
H  0.75  1.22  2.24
H  -1.07  1.39  -3.35
H  1.10  -0.16  0.70
H  0.05  -1.65  0.20
H  2.29  -0.54  -1.48
H  1.62  -2.06  -1.56

Preferred: arrangement w; penalty for the next structure: 119.1 kcal/mol.

Arrangement w

DFT (ωB97M-V/def2-TZVPD) results for a molecular structure, C11H10BrNO.

The value obtained for the LUMO energy is 0.2 eV. As for the HOMO energy: -8.958 eV.

Atoms and positions in Å:
C  1.68  0.13  1.66
C  -0.82  -2.88  0.64
C  -1.93  -2.47  -0.09
C  0.33  -2.09  0.66
C  -1.82  -1.30  -0.85
C  0.33  -0.83  -0.01
C  -0.71  -0.46  -0.87
C  0.42  1.50  -1.57
C  0.85  1.88  -0.19
C  1.47  0.07  0.31
C  -0.29  2.37  0.72
N  1.82  0.34  2.75
O  -0.76  0.71  -1.52
Br  3.26  -0.04  -0.42
H  -0.77  -3.95  0.91
H  -2.78  -3.12  -0.04
H  1.22  -2.39  1.27
H  -2.36  -0.99  -1.68
H  -0.01  2.43  -1.86
H  1.02  1.05  -2.36
H  1.68  2.60  -0.24
H  -1.14  1.83  0.41
H  -0.61  3.50  0.61
H  -0.07  2.11  1.74

Arrangement x

DFT (ωB97M-V/def2-TZVPD) results for C11H10BrNO in the gas phase.

The value obtained for the LUMO energy is 0.1 eV. As for the HOMO energy: -8.544 eV.

Atoms and positions in Å:
C  0.64  0.41  -2.04
C  1.78  0.73  -1.47
C  2.24  0.63  -0.05
O  1.71  -0.59  0.49
C  0.40  -0.86  0.74
C  0.20  -2.20  0.84
C  -1.03  -2.78  1.04
C  -2.11  -1.94  0.98
C  -1.97  -0.56  0.93
C  -0.67  0.01  0.86
C  -0.66  1.48  0.77
Br  0.01  2.39  2.40
C  -0.82  2.20  -0.28
N  -1.31  2.90  -1.10
H  -0.25  0.03  -1.52
H  0.46  0.42  -3.14
H  2.59  1.03  -2.15
H  3.34  0.72  0.02
H  1.99  1.53  0.62
H  1.25  -2.76  0.89
H  -1.16  -3.84  0.97
H  -3.04  -2.32  1.22
H  -2.77  0.11  0.97
H  -0.82  3.25  -1.99

Preferred: arrangement w; penalty for the next structure: 18.4 kcal/mol.

Arrangement w

DFT (ωB97M-V/def2-TZVPD) results for C6H6 in the gas phase.

The value obtained for the LUMO energy (alpha / beta) is 0.0 / 0.0 eV. As for the HOMO energy (alpha / beta): -8.045 / -8.044 eV.

Atoms and positions in Å:
C  2.99  0.00  0.40
C  1.82  -0.15  0.62
C  0.38  -0.33  0.83
C  -0.38  -0.46  -0.47
C  -1.66  -0.02  -0.71
C  -2.82  0.58  -0.56
H  4.04  0.13  0.21
H  -0.02  0.49  1.43
H  0.22  -1.25  1.42
H  -1.07  0.49  -1.57
H  0.19  -0.87  -1.30
H  -3.71  0.02  -0.28

Arrangement x

DFT (ωB97M-V/def2-TZVPD) results for C6H6 in the gas phase.

The value obtained for the LUMO energy is 0.8 eV. As for the HOMO energy: -9.087 eV.

Atoms and positions in Å:
C  2.44  -0.64  -0.17
C  1.88  0.42  0.14
C  0.82  -0.97  -0.22
C  0.65  1.17  0.33
C  -0.18  0.17  0.07
C  -1.67  0.10  -0.06
H  0.75  -1.31  -1.25
H  0.89  -1.54  0.67
H  0.60  2.26  0.56
H  -2.05  1.03  -0.06
H  -2.21  -0.22  0.95
H  -1.93  -0.47  -0.97

Preferred: arrangement x; penalty for the next structure: 30.5 kcal/mol.